C6H9N in the gas phase, computed with ωB97M-V with the def2-TZVPD basis set.

Element x y z (Å)
H  1.134  -0.826  1.621
H  -0.942  -0.055  -2.082
H  0.965  1.758  0.224
N  1.519  1.023  0.658
H  -2.615  -0.496  0.199
C  -1.752  -0.252  0.830
C  0.862  -0.237  0.745
C  -0.468  -0.480  0.042
H  2.915  -0.355  -0.277
H  -1.873  0.774  1.194
C  -0.250  0.260  -1.296
C  1.202  0.006  -1.649
C  1.894  0.000  -0.361
H  -0.391  1.353  -1.203
H  -0.450  -1.549  -0.208
H  -1.773  -0.931  1.693

Forces on atoms 1 to 3 (eV/Å):
0.0 0.0 -0.2
0.1 0.0 0.1
-0.1 -0.2 0.1

Summary:
total charge	0
E_LUMO	-0.158	eV
energy relative to the best compared isomer or geometry (same formula, charge and spin)	104.6	kcal/mol
total energy	-288.6153	hartree